[1]
C17H31Cl3O2OsP2 as an isolated structure in a non-equilibrium geometry. Source: the Open Molecules 2025 dataset; level of theory: ωB97M-V/def2-TZVPD.

```
56
Properties=species:S:1:pos:R:3:forces:R:3:mulliken_spin:R:1
P -2.109207 -0.698799 -0.442710 -0.704 -3.102 -4.058 0.01
P 0.728735 -1.877829 0.128178 0.600 -2.155 -3.381 -0.01
C -1.815992 -2.520996 -0.944020 0.179 0.612 0.186 0.00
C -0.797202 -3.013912 0.069213 -0.455 0.468 0.384 0.00
H -1.377930 -2.505423 -1.951668 -0.029 0.037 0.172 0.00
H -2.723514 -3.146373 -1.024796 0.259 0.480 0.340 0.00
H -1.225297 -3.092690 1.080074 -0.016 -0.054 -0.310 0.00
H -0.394805 -3.996100 -0.213931 -0.136 0.273 0.276 0.00
C 1.694831 -3.107920 -0.859486 -0.056 -0.344 0.206 0.00
H 2.708618 -2.788592 -1.136945 -0.625 -0.338 -0.019 0.00
H 1.089420 -3.384280 -1.738887 0.452 -0.120 0.292 0.00
H 1.764064 -3.956387 -0.140377 0.060 0.286 -0.876 0.00
C 1.187463 -2.331904 1.847776 0.356 0.722 0.449 0.00
H 1.205314 -3.427900 1.839714 -0.109 0.179 -0.156 0.00
H 0.409661 -2.008382 2.552463 0.404 -0.058 -0.125 0.00
H 2.185044 -1.962729 2.125177 -0.489 -0.072 0.053 0.00
C -3.152763 -0.216013 -1.853720 0.113 0.690 0.169 0.00
H -3.693143 0.677024 -1.537079 -0.160 0.026 -0.355 0.00
H -3.852246 -1.017532 -2.120876 0.171 0.143 0.303 0.00
H -2.522914 0.012954 -2.715900 -0.387 -0.059 0.103 0.00
C -3.389534 -1.028708 0.813927 0.372 0.861 1.487 0.03
H -2.955034 -1.165481 1.799748 -0.104 0.040 0.234 -0.01
H -3.979816 -1.918570 0.579596 0.488 0.019 -0.491 0.00
H -4.063131 -0.176785 0.837936 0.080 0.230 0.121 0.00
Os -1.223185 2.267075 2.296999 1.408 0.228 -0.216 2.70
C 2.521554 -0.577464 -0.220060 0.343 1.937 1.324 0.00
C 2.503002 0.043776 -1.463907 -0.261 0.775 0.720 0.00
C 2.146689 -0.434262 -2.784180 -0.131 -0.969 -1.239 0.00
C 0.790897 0.159595 -3.314038 0.586 -0.572 0.321 0.00
C -0.204124 0.340887 -2.237047 -0.039 -0.731 2.211 0.01
C -0.261359 -0.453582 -1.113727 -1.785 -0.362 0.273 -0.09
C 0.841419 0.528512 1.236772 -0.926 0.548 -1.333 0.27
C 2.344200 0.389845 0.982247 1.576 0.271 -0.086 0.02
C -2.348607 3.542260 3.237012 -2.236 0.975 1.461 -0.08
H 3.327074 -1.286088 -0.057910 -0.471 -0.769 -0.172 0.00
H 2.705593 1.124764 -1.456411 -0.642 -0.008 0.192 0.00
H 2.137060 -1.518098 -2.898258 0.079 0.097 0.125 0.00
H 2.894307 -0.026226 -3.447534 0.471 -0.082 -0.469 0.00
H 0.959907 1.103602 -3.813225 0.030 0.119 -0.230 0.00
H 0.331425 -0.564270 -4.018863 0.458 0.485 0.024 0.00
H -0.881131 1.203191 -2.303294 0.079 -0.452 0.024 0.00
H 0.249486 0.160084 0.014109 1.358 1.816 4.210 -0.06
H 0.431431 0.051071 2.153233 0.235 0.209 -0.543 -0.06
H 0.610014 1.628655 1.234393 0.203 -0.821 -0.134 -0.09
H 2.754738 1.395210 0.762597 -0.239 -0.441 -0.068 0.00
H 3.006718 0.059564 1.819287 -1.017 0.184 -0.278 0.00
H -2.311871 3.470667 4.357733 0.302 -0.295 -0.852 0.02
H -3.386875 3.270576 2.914858 0.565 0.333 0.252 0.04
H -2.147958 4.600191 3.000781 0.077 -0.488 -0.267 0.03
Cl 2.816649 4.317359 -0.372980 -0.001 0.028 0.220 0.08
C 1.675310 4.730308 0.827758 -0.100 -1.667 1.024 0.68
Cl 0.805402 6.122287 0.656448 -0.531 0.606 -0.075 0.12
Cl -2.055928 2.495155 0.225822 -0.759 -0.787 -0.862 0.15
C 1.445845 3.729389 1.973777 0.834 0.983 -0.541 0.03
O 2.407547 3.099334 2.379102 -1.176 -0.126 -0.292 0.11
O 0.194150 3.679960 2.435101 1.445 0.215 0.274 0.09
```
Forces are in eV/Å.

**LUMO level (alpha / beta)**: -8.54 / -8.54 eV
**E**: -2969.74524 Ha
**Max |F|**: 5.16 eV Å⁻¹
**Multiplicity**: 5
**Total charge**: +2
**Energy above the lowest of the compared OMol25 structures with the same formula, charge and spin**: 175.35 kcal per mole


[2]
C17H31Cl5NO7PSi2TeTi as an isolated structure. Source: the Open Molecules 2025 dataset; level of theory: ωB97M-V/def2-TZVPD.

```
66
Properties=species:S:1:pos:R:3:forces:R:3:lowdin_charge:R:1
Ti 0.208422 -1.628042 -0.816532 -0.070 0.080 0.529 0.91
Cl 5.341541 -3.122541 4.151063 0.000 0.002 -0.010 0.78
C 3.977954 -2.831692 3.174830 -0.012 0.000 -0.005 -0.68
C 4.143363 -2.277993 1.899882 -0.016 -0.006 0.016 -0.68
Cl 5.694580 -1.896546 1.304350 0.018 0.009 -0.020 0.77
C 3.022072 -2.041076 1.117027 -0.033 -0.062 0.125 -0.56
Cl 3.164675 -1.382810 -0.472719 0.021 0.007 -0.046 0.79
C 1.749426 -2.333410 1.593043 0.092 -0.150 0.290 -0.39
O 0.667311 -2.054234 0.824342 -0.017 -0.088 -0.252 -0.25
C 1.582246 -2.906933 2.850001 0.036 0.093 -0.094 -0.60
Cl 0.002393 -3.298502 3.378627 -0.058 -0.030 0.019 0.80
C 2.698957 -3.153811 3.645731 0.004 0.010 -0.009 -0.68
Cl 2.498391 -3.845094 5.191220 0.005 0.010 -0.025 0.77
C -0.080392 4.283051 -4.089994 0.104 -0.036 0.099 -0.17
Si 0.960905 3.502711 -2.751041 -0.022 0.118 -0.119 0.43
C 1.097379 4.614840 -1.246998 -0.025 -0.076 -0.073 -0.19
C 2.652800 2.971762 -3.343198 -0.091 -0.005 0.073 -0.17
C 0.051140 1.875774 -2.268834 -0.042 0.007 -0.071 -0.52
Te 0.793936 1.077846 -0.448500 0.069 0.205 -0.147 1.44
C -0.577754 2.008500 0.882900 0.027 -0.026 0.055 -0.50
Si -0.339552 1.575459 2.740150 -0.022 0.033 0.137 0.44
C -0.859374 3.093012 3.692033 0.046 -0.129 -0.072 -0.16
C 1.468685 1.153051 3.014329 -0.127 0.054 -0.030 -0.17
C -1.422830 0.097954 3.145322 0.092 0.085 -0.057 -0.18
H 0.368792 5.220867 -4.423887 0.011 -0.011 0.001 0.05
H -1.086059 4.513296 -3.732586 0.009 -0.003 0.014 0.04
H -0.170119 3.633873 -4.962881 0.011 -0.009 0.009 0.04
H 1.737545 5.465068 -1.493697 -0.015 0.001 -0.024 0.05
H 1.562142 4.127811 -0.384715 0.014 -0.006 -0.007 0.01
H 0.131264 5.023263 -0.942360 -0.009 -0.038 0.010 0.04
H 3.308720 3.834607 -3.471063 -0.018 0.011 -0.014 0.05
H 2.595515 2.456423 -4.303923 -0.015 -0.006 0.004 0.04
H 3.145108 2.302559 -2.631173 0.005 0.021 0.009 0.02
H 0.237393 1.117933 -3.033132 0.011 0.023 -0.015 0.01
H -1.028748 1.985148 -2.158686 0.005 0.046 0.043 0.02
H -1.594575 1.870090 0.518978 0.027 -0.025 0.002 0.01
H -0.327741 3.062297 0.731131 0.037 0.006 0.007 0.01
H -0.222256 3.949041 3.461203 0.010 -0.015 -0.008 0.04
H -0.791772 2.913826 4.767090 0.003 -0.012 -0.007 0.05
H -1.891033 3.374160 3.471276 -0.001 -0.017 -0.007 0.04
H 2.130653 1.975537 2.733329 -0.012 0.003 -0.010 0.05
H 1.786141 0.262678 2.463311 -0.003 -0.019 -0.009 0.00
H 1.642287 0.948678 4.073556 -0.019 0.003 0.002 0.05
H -2.484865 0.334504 3.045243 0.002 0.010 -0.007 0.05
H -1.259131 -0.207125 4.181467 -0.003 0.020 0.003 0.05
H -1.194874 -0.775354 2.527743 0.008 0.010 0.008 -0.01
C -4.906264 -2.626112 -2.476334 -0.002 -0.026 0.000 -0.03
O -3.749569 -2.894484 -1.612505 0.033 0.021 0.082 -0.35
P -2.272252 -2.738693 -2.124239 -0.173 -0.005 0.019 1.01
O -1.441641 -3.751138 -1.216795 -0.047 -0.075 -0.118 -0.39
C -1.894367 -4.398604 0.015930 0.021 0.016 0.052 -0.02
O -1.722993 -1.340241 -0.978799 -0.021 -0.212 -0.065 -0.51
C -2.698824 -0.498536 -0.303633 0.032 0.116 0.031 -0.05
H -5.760169 -3.035775 -1.949620 0.002 -0.007 -0.004 0.10
H -4.777149 -3.126132 -3.432596 0.008 0.009 -0.004 0.10
H -5.020940 -1.553822 -2.610135 0.007 0.002 0.012 0.09
H -1.203374 -5.215645 0.191403 0.016 0.010 -0.013 0.11
H -2.903416 -4.772711 -0.123089 0.005 -0.003 -0.009 0.10
H -1.855385 -3.683582 0.836505 -0.018 0.006 -0.011 0.08
H -3.611881 -1.067769 -0.158544 0.007 -0.027 -0.014 0.10
H -2.888142 0.380462 -0.916636 0.015 -0.007 -0.013 0.10
H -2.295799 -0.216760 0.664207 0.017 -0.019 -0.005 0.06
O 1.171607 -3.172757 -1.771161 -0.144 -0.046 0.084 -0.08
N 1.006147 -2.622416 -2.918399 0.031 -0.366 -0.376 -0.47
O 1.108916 -3.155576 -3.954054 0.212 0.194 0.201 0.26
O 0.624814 -1.380133 -2.764784 -0.038 0.322 -0.168 -0.15
```
Forces are in eV/Å.

**LUMO level**: -7.59 eV
**E**: -5586.10412 Ha
**Max |F|**: 0.54 eV Å⁻¹
**Total charge**: +2
**Energy above the lowest of the compared OMol25 structures with the same formula, charge and spin**: 0.00 kcal per mole